Computed, not measured: a 10-piece molecular cluster, C32H84B2F4N4O4 overall, with the ωB97M-V functional and the def2-TZVPD basis.

Values from the calculation:
HOMO level in eV: -8.244
Electronic energy in a.u.: -2237.4290
Net charge: +2
LUMO level in eV: -7.04
Kohn-Sham gap in Ha: 0.044
Spin multiplicity: 1

CARTESIAN COORDINATES (ANGSTROEM)
B  -23.05  -8.48  -4.71
H  -28.79  -12.33  -10.60
H  -23.53  -12.19  -5.67
H  -16.17  -7.59  -7.14
H  -18.38  -4.84  -6.69
C  -22.12  -9.54  3.16
C  -21.32  -10.49  2.26
N  -22.03  -11.48  1.37
C  -22.99  -12.32  2.19
C  -22.90  -10.88  0.23
C  -22.07  -10.13  -0.84
C  -21.02  -12.38  0.76
C  -20.36  -13.52  1.53
O  -19.58  -13.04  2.59
C  -18.76  -14.09  3.08
H  -23.05  -9.09  2.70
H  -21.56  -8.68  3.43
H  -22.39  -10.08  4.01
H  -20.77  -11.07  2.94
H  -20.61  -9.94  1.61
H  -22.38  -12.71  3.03
H  -23.36  -13.14  1.52
H  -23.87  -11.69  2.45
H  -23.59  -10.22  0.73
H  -23.44  -11.62  -0.28
H  -22.80  -9.77  -1.58
H  -21.37  -10.84  -1.41
H  -21.48  -9.37  -0.39
H  -20.31  -11.73  0.32
H  -21.52  -12.88  -0.04
H  -19.71  -14.16  0.91
H  -21.11  -14.23  1.90
H  -18.29  -13.72  4.03
H  -17.92  -14.42  2.39
H  -19.37  -14.94  3.38
C  -17.49  -10.35  -1.65
C  -18.31  -9.26  -2.42
N  -17.50  -8.04  -2.63
C  -16.28  -8.34  -3.39
C  -18.30  -7.15  -3.59
C  -19.79  -6.97  -3.15
C  -17.14  -7.29  -1.36
C  -16.09  -6.24  -1.54
O  -16.60  -5.18  -2.34
C  -15.61  -4.13  -2.53
H  -17.98  -11.31  -1.68
H  -17.45  -10.11  -0.57
H  -16.52  -10.61  -1.89
H  -19.17  -8.97  -1.82
H  -18.52  -9.61  -3.43
H  -16.34  -9.23  -4.00
H  -15.48  -8.64  -2.75
H  -16.01  -7.48  -3.92
H  -18.20  -7.68  -4.56
H  -17.70  -6.23  -3.68
H  -19.85  -6.74  -2.12
H  -20.36  -7.83  -3.34
H  -20.28  -6.15  -3.70
H  -16.79  -8.14  -0.77
H  -18.03  -6.76  -0.97
H  -15.12  -6.58  -1.91
H  -15.87  -5.78  -0.54
H  -15.69  -3.79  -3.57
H  -14.64  -4.50  -2.33
H  -15.74  -3.22  -1.88
C  -25.49  -6.16  -5.35
C  -25.83  -7.43  -6.03
N  -25.19  -7.66  -7.46
C  -25.51  -6.49  -8.35
C  -23.68  -7.91  -7.31
C  -22.96  -8.23  -8.62
C  -25.78  -8.94  -8.06
C  -25.53  -10.25  -7.29
O  -26.23  -11.31  -7.99
C  -25.50  -11.82  -9.11
H  -26.07  -5.34  -5.71
H  -24.48  -5.86  -5.62
H  -25.53  -6.34  -4.30
H  -26.89  -7.52  -6.09
H  -25.51  -8.21  -5.41
H  -26.56  -6.17  -8.14
H  -25.41  -6.90  -9.39
H  -24.96  -5.58  -8.05
H  -23.74  -8.69  -6.60
H  -23.33  -7.03  -6.78
H  -21.88  -8.16  -8.23
H  -23.17  -7.45  -9.39
H  -23.12  -9.24  -8.98
H  -25.29  -9.13  -9.02
H  -26.85  -8.83  -8.25
H  -25.71  -10.23  -6.20
H  -24.48  -10.57  -7.41
H  -24.57  -12.33  -8.86
H  -25.18  -10.93  -9.74
H  -26.22  -12.49  -9.63
C  -19.34  -0.68  3.18
C  -20.07  -1.26  1.96
N  -20.44  -2.78  2.00
C  -19.17  -3.55  2.27
C  -21.51  -3.02  3.11
C  -22.07  -4.43  3.20
C  -21.09  -3.29  0.70
C  -20.29  -3.08  -0.51
O  -20.19  -1.71  -0.82
C  -19.73  -1.54  -2.12
H  -19.08  0.39  2.94
H  -18.43  -1.17  3.34
H  -19.98  -0.76  4.09
H  -19.38  -1.13  1.11
H  -20.96  -0.72  1.72
H  -18.44  -3.44  1.48
H  -19.38  -4.64  2.21
H  -18.86  -3.38  3.28
H  -22.32  -2.34  2.91
H  -21.09  -2.75  4.09
H  -22.81  -4.28  3.98
H  -21.30  -5.20  3.37
H  -22.68  -4.72  2.33
H  -22.03  -2.74  0.68
H  -21.24  -4.33  0.89
H  -20.78  -3.73  -1.32
H  -19.30  -3.63  -0.52
H  -19.85  -0.46  -2.41
H  -20.35  -2.08  -2.82
H  -18.72  -1.95  -2.21
B  -20.29  -6.96  0.75
F  -19.39  -5.91  0.26
F  -19.79  -8.16  0.06
F  -20.24  -7.04  2.10
F  -21.59  -6.73  0.27